13
Properties=species:S:1:pos:R:3:lowdin_charge:R:1 method="wB97M-V/def2-TZVPD" multiplicity=1 e_tot_ha=-989.40754 de_lowest_kj_mol=0.0 lumo_energy_ev=0.6239 gap_ev=8.497
H -1.9852 0.3368 -1.0463 -0.0243
O 0.3584 0.6144 -0.7357 -0.2031
H 3.2049 1.4453 0.3339 0.0895
H 0.0180 -1.2903 1.2216 0.0200
N 2.2073 1.5484 0.1886 0.1442
Si -0.8337 -0.5248 -0.8382 0.4621
H -1.5019 -1.8814 0.9999 0.0295
H 1.7751 2.4546 0.1322 0.1211
H -0.5374 -1.4694 -1.9167 -0.0272
S 2.5119 -0.9357 -0.4826 0.8786
O 3.8795 -0.5310 -0.0246 -0.6533
C 1.5947 0.4609 -0.3166 -0.7515
N -0.8709 -1.1303 0.7619 -0.0856